No. 1
The following is a DFT calculation (the ωB97M-V functional and the def2-TZVPD basis) of C30H25F6N7O11S3Zr as an isolated structure.

Gap between HOMO and LUMO ... 7.24 eV
Relative energy (zero: lowest compared OMol25 entry of this formula, charge and spin) ... 0.5385 eV
LUMO ... -0.85 eV

Cartesian coordinates (Å):
1 Zr 0.2483 0.5350 -0.3442
2 O 0.4131 2.0856 3.8885
3 C -0.8689 1.7844 4.1619
4 C -1.2225 1.6888 5.5098
5 C -2.5185 1.3902 5.8720
6 C -3.4991 1.1812 4.9035
7 C -3.1590 1.2803 3.5722
8 C -1.8510 1.5808 3.1776
9 C -1.5187 1.6329 1.7477
10 O -0.2562 1.6318 1.4147
11 N -2.4686 1.6485 0.8536
12 N -1.8916 1.6102 -0.4046
13 C -2.6212 2.0431 -1.3543
14 C -2.1239 2.1929 -2.7232
15 C -3.0263 2.5218 -3.7276
16 C -2.5526 2.7256 -5.0132
17 C -1.1946 2.6109 -5.2382
18 C -0.3664 2.2782 -4.1727
19 N -0.8080 2.0597 -2.9378
20 H 0.5462 1.9821 2.9259
21 H -0.4496 1.8495 6.2491
22 H -2.7722 1.3142 6.9220
23 H -4.5133 0.9420 5.1922
24 H -3.8958 1.1214 2.7968
25 H -3.6316 2.3746 -1.1275
26 H -4.0784 2.6171 -3.4953
27 H -3.2308 2.9790 -5.8169
28 H -0.7683 2.7770 -6.2174
29 H 0.6982 2.1814 -4.3329
30 O -1.4386 -2.8075 1.4136
31 C -0.7161 -1.8319 1.5248
32 O -0.7322 -0.8609 0.6528
33 C 0.1813 -1.6189 2.6976
34 C -0.2384 -2.2045 3.8938
35 C 0.4647 -2.0165 5.0667
36 C 1.6187 -1.2434 5.0449
37 C 2.0581 -0.6776 3.8642
38 C 1.3561 -0.8474 2.6668
39 S 2.1296 -0.1686 1.2227
40 H -1.1433 -2.7969 3.8743
41 H 0.1150 -2.4595 5.9894
42 H 2.1788 -1.0746 5.9561
43 H 2.9562 -0.0744 3.8502
44 F 4.1160 4.6413 -0.2164
45 C 3.2070 3.7354 0.1294
46 F 2.5725 4.1363 1.2206
47 F 3.8148 2.5764 0.3663
48 S 1.9929 3.5261 -1.2396
49 O 0.9570 2.6884 -0.6636
50 O 1.6076 4.8332 -1.6329
51 N 2.8087 2.8049 -2.3783
52 S 2.8217 1.2721 -2.6700
53 O 2.6945 0.9881 -4.0609
54 O 1.9454 0.4951 -1.7839
55 C 4.5324 0.6937 -2.2052
56 F 4.5635 0.2775 -0.9500
57 F 4.8799 -0.3003 -3.0076
58 F 5.3875 1.6983 -2.3591
59 N 3.8479 -3.8318 0.3769
60 C 2.4207 -3.5606 0.2342
61 C 2.1755 -2.6062 -0.9197
62 O 3.2166 -2.4102 -1.7100
63 O 1.1117 -2.0634 -1.1055
64 H 4.0365 -4.8036 0.5731
65 H 4.2548 -3.2731 1.1157
66 H 3.9491 -2.9265 -1.2970
67 H 1.9653 -3.1096 1.1166
68 H 1.8693 -4.4763 0.0141
69 N -3.6616 -3.4355 -0.6310
70 C -3.6018 -3.3107 -1.9717
71 O -4.3932 -3.8237 -2.7434
72 C -2.4829 -2.4464 -2.4845
73 C -1.9325 -2.6936 -3.7326
74 C -0.8622 -1.9202 -4.1478
75 C -0.3760 -0.9416 -3.3020
76 N -0.9205 -0.6741 -2.1109
77 C -1.9727 -1.4023 -1.7310
78 H -4.3898 -4.0302 -0.2721
79 H -2.9002 -3.1858 -0.0058
80 H -2.3367 -3.4913 -4.3419
81 H -0.3876 -2.0775 -5.1058
82 H 0.4819 -0.3501 -3.5875
83 H -2.4214 -1.1604 -0.7786

Atom charges from the Löwdin analysis, given in e for atoms 1 to 2: Zr 1.7259; O 0.0716



No. 2
The following is a DFT calculation (the ωB97M-V functional and the def2-TZVPD basis) of CHN3O2 as an isolated structure.

Gap between HOMO and LUMO ... 11.02 eV
Relative energy (zero: lowest compared OMol25 entry of this formula, charge and spin) ... 3.0059 eV
LUMO ... 0.03 eV

Cartesian coordinates (Å):
1 C -0.3574 -0.1885 0.0246
2 H -1.8477 0.6848 0.4172
3 N 0.3762 -1.2668 -0.0047
4 N 1.5598 -0.6251 -0.1215
5 N 1.6554 0.4997 -0.0534
6 O -1.6103 -0.2000 -0.1781
7 O 0.2240 1.0960 -0.0841

Atom charges from the Löwdin analysis, given in e for atoms 1 to 2: C -0.5622; H 0.2383



No. 3
The following is a DFT calculation (the ωB97M-V functional and the def2-TZVPD basis) of a 5-piece molecular cluster, C50H73ClN2O14S5 overall.

Gap between HOMO and LUMO ... 7.86 eV
LUMO ... -0.94 eV
SMILES ... CCOC(=O)CCCc1cc2c(c([C@H](Cl)CC)c1OC[C@@H](C)CC(C)C)C(=O)c1c(CCSc3nnco3)cccc1C2=O.O=S1(=O)CCCC1.O=S1(=O)CCCC1.O=S1(=O)CCCC1.O=S1(=O)CCCC1

Cartesian coordinates (Å):
1 C -6.1746 3.6433 -4.8356
2 C -4.9559 3.5125 -3.7526
3 O -4.5841 4.8813 -3.3999
4 C -3.1798 4.9709 -3.6481
5 O -2.3934 4.6644 -2.7020
6 C -2.5457 5.3951 -5.0814
7 C -1.6266 4.1100 -5.5196
8 C -0.1267 4.4398 -5.0493
9 C 0.7203 3.1802 -4.5599
10 C 1.4042 3.3125 -3.1453
11 C 2.2602 2.1705 -2.5570
12 C 2.4400 0.8610 -3.4184
13 C 1.8129 0.6615 -4.8226
14 C 2.0249 -0.6654 -5.7171
15 Cl 1.6803 -2.2239 -4.8145
16 C 3.4727 -0.6612 -6.4640
17 C 3.7150 0.7419 -7.2010
18 C 0.9294 1.8605 -5.3456
19 O 0.2955 1.6722 -6.6376
20 C -0.9464 0.9444 -6.2889
21 C -2.0763 1.0531 -7.4155
22 C -1.4690 0.6474 -8.8715
23 C -3.1748 -0.1062 -7.0751
24 C -4.4783 0.4674 -6.3044
25 C -4.7492 -0.4841 -5.0223
26 C -5.7387 0.2083 -7.3122
27 C 3.3323 -0.2807 -2.7045
28 O 4.2182 -0.9470 -3.2884
29 C 3.0192 -0.4621 -1.1299
30 C 2.8969 -1.8625 -0.4829
31 C 3.0235 -3.2201 -1.3093
32 C 3.9380 -4.2481 -0.4769
33 S 4.7872 -5.5056 -1.5519
34 C 4.9586 -6.9715 -0.4287
35 N 4.9305 -8.3660 -0.7770
36 N 5.0725 -9.1444 0.3274
37 C 5.1813 -8.2746 1.4658
38 O 5.1103 -6.9477 0.9815
39 C 2.5962 -1.9209 1.0433
40 C 2.4260 -0.6263 1.9177
41 C 2.5460 0.7883 1.2626
42 C 2.8408 0.8457 -0.2704
43 C 2.9442 2.2318 -1.0946
44 O 3.5328 3.2496 -0.6580
45 H -6.4556 4.7452 -4.9039
46 H -5.7504 3.3289 -5.8641
47 H -7.0423 2.9860 -4.4939
48 H -4.1156 2.9558 -4.3048
49 H -5.2315 2.8755 -2.8482
50 H -1.8751 6.3134 -4.9337
51 H -3.3783 5.5490 -5.8448
52 H -2.0931 3.2135 -4.9939
53 H -1.6472 4.0193 -6.6678
54 H 0.4774 4.9998 -5.8461
55 H -0.2183 5.1711 -4.1585
56 H 1.2884 4.2614 -2.5052
57 H 1.2588 -0.6204 -6.5814
58 H 3.3812 -1.4579 -7.2967
59 H 4.3218 -1.0078 -5.7881
60 H 3.9637 1.6122 -6.5090
61 H 4.4992 0.6118 -8.0329
62 H 2.7229 1.0037 -7.7406
63 H -0.7521 -0.1842 -6.1229
64 H -1.2796 1.3385 -5.2532
65 H -2.6087 2.0661 -7.4373
66 H -0.8562 -0.3192 -8.7509
67 H -2.3555 0.3837 -9.5594
68 H -0.8768 1.4986 -9.3548
69 H -3.4974 -0.6651 -8.0295
70 H -2.7360 -0.9242 -6.3851
71 H -4.3789 1.5676 -6.0041
72 H -5.7458 -0.1880 -4.5158
73 H -4.8577 -1.5900 -5.3012
74 H -3.9038 -0.4191 -4.2456
75 H -5.7320 1.0741 -8.0734
76 H -5.6324 -0.8120 -7.8449
77 H -6.7176 0.1497 -6.7174
78 H 3.3546 -3.0880 -2.3966
79 H 1.9571 -3.6681 -1.3646
80 H 4.6912 -3.6304 0.1358
81 H 3.2469 -4.7493 0.3029
82 H 5.3326 -8.6437 2.5388
83 H 2.4755 -2.9543 1.5112
84 H 2.1776 -0.6865 3.0487
85 H 2.4309 1.7721 1.8195
86 C 2.5785 1.9169 6.5338
87 C 1.9542 3.0890 5.7760
88 C 0.9302 2.5103 4.7971
89 S 0.3541 0.9801 5.5235
90 O 0.7756 -0.1179 4.6810
91 O -1.0179 1.1413 5.9495
92 C 1.4137 1.0318 6.9578
93 H 3.1597 2.2543 7.3942
94 H 3.2487 1.3618 5.8688
95 H 1.4513 3.7535 6.4852
96 H 2.7091 3.6799 5.2527
97 H 0.0842 3.1832 4.6543
98 H 1.3858 2.2765 3.8334
99 H 1.7185 0.0220 7.2318
100 H 0.8487 1.4889 7.7734
101 C -0.5472 5.4563 11.0406
102 C -1.1179 5.5072 9.6229
103 C -0.0613 6.1559 8.7258
104 S 1.5221 5.7925 9.4755
105 O 2.1151 7.0312 9.9235
106 O 2.2384 4.8509 8.6421
107 C 0.8740 4.9290 10.8950
108 H -1.1444 4.8214 11.6942
109 H -0.5313 6.4641 11.4689
110 H -1.3212 4.4892 9.2756
111 H -2.0592 6.0596 9.5859
112 H -0.0851 5.7467 7.7150
113 H -0.1773 7.2405 8.6904
114 H 1.4975 5.1262 11.7668
115 H 0.8752 3.8609 10.6651
116 C -5.6055 1.7679 9.5116
117 C -5.9044 1.7656 11.0121
118 C -4.5628 1.7899 11.7471
119 S -3.4087 2.6119 10.6544
120 O -2.4023 1.6595 10.2462
121 O -3.0687 3.9061 11.2062
122 C -4.5490 2.8445 9.3023
123 H -6.5017 1.9653 8.9201
124 H -5.2104 0.7918 9.2122
125 H -6.4819 2.6594 11.2697
126 H -6.4980 0.8968 11.3047
127 H -4.6279 2.3418 12.6855
128 H -4.1906 0.7812 11.9340
129 H -4.0233 2.7518 8.3520
130 H -4.9808 3.8435 9.3980
131 C 3.9881 -12.4258 -3.2234
132 C 4.1288 -11.0733 -2.5220
133 C 3.6739 -9.9961 -3.5075
134 S 2.4843 -10.7788 -4.5909
135 O 3.0331 -10.8168 -5.9275
136 O 1.1667 -10.2518 -4.3132
137 C 2.6141 -12.4102 -3.8799
138 H 4.0886 -13.2580 -2.5234
139 H 4.7668 -12.5291 -3.9863
140 H 3.4882 -11.0547 -1.6345
141 H 5.1532 -10.8949 -2.1895
142 H 3.2006 -9.1576 -2.9963
143 H 4.5037 -9.6382 -4.1193
144 H 2.5004 -13.1652 -4.6576
145 H 1.8211 -12.5139 -3.1359

Atom charges from the Löwdin analysis, given in e for atoms 1 to 2: C -0.0639; C -0.2051



Q: Among the records above, which one has the highest LUMO?
A: CHN3O2